Computed, not measured: a cluster of 10 separate species, C57H141N3O27P6 in total, with ωB97M-V/def2-TZVPD.

XYZ file:
```
234
Properties=species:S:1:pos:R:3
C -4.18424 -11.67371 -11.30974
C -3.04867 -10.95770 -11.97682
O -1.96427 -10.92825 -11.02968
P -0.65499 -10.05440 -11.23825
O -0.90582 -8.72676 -11.85589
O 0.04724 -10.00970 -9.80788
C 1.07971 -9.04952 -9.56606
C 0.85971 -7.98376 -8.47896
O 0.25478 -11.01325 -12.10844
C 0.50325 -12.34007 -11.84911
C 2.02550 -12.34719 -11.56949
H -4.32584 -12.71141 -11.61178
H -4.08782 -11.51896 -10.23510
H -5.11006 -11.17293 -11.59288
H -2.73552 -11.37814 -12.93246
H -3.30915 -9.91089 -12.13312
H 1.96373 -9.58832 -9.22505
H 1.37896 -8.56135 -10.49354
H 1.60433 -7.19447 -8.58207
H -0.13997 -7.55030 -8.44945
H 1.07642 -8.49935 -7.54338
H -0.06534 -12.57808 -10.95013
H 0.22099 -12.91595 -12.73045
H 2.31930 -13.39404 -11.64620
H 2.68797 -11.72392 -12.17013
H 2.30740 -11.97986 -10.58272
C 6.96352 -11.25057 -11.17052
C 7.56681 -11.23470 -12.57023
O 6.87032 -10.32538 -13.44222
P 7.08435 -10.63396 -15.05999
O 8.42683 -11.08598 -15.41204
O 6.01522 -11.82095 -15.41078
C 4.63853 -11.72975 -14.89354
C 3.83602 -10.74151 -15.69199
O 6.51925 -9.28932 -15.79435
C 7.24559 -8.09340 -15.61734
C 6.96645 -7.34877 -14.30888
H 7.14571 -10.37827 -10.54284
H 5.90178 -11.48827 -11.10486
H 7.57528 -11.90759 -10.55232
H 8.62236 -10.96286 -12.57241
H 7.41948 -12.24124 -12.96172
H 4.23672 -12.73299 -15.03554
H 4.63887 -11.54806 -13.81878
H 2.76584 -10.75168 -15.48530
H 4.18269 -9.75010 -15.40041
H 4.00080 -10.94057 -16.75091
H 8.31113 -8.32267 -15.60549
H 7.03340 -7.51399 -16.51587
H 7.55968 -6.44908 -14.14540
H 5.89616 -7.15858 -14.22885
H 7.24990 -7.91276 -13.42024
C 9.84233 -3.03757 -14.26800
C 9.26163 -3.43637 -12.83658
O 10.01298 -2.87172 -11.79599
P 10.08351 -1.26996 -11.54406
O 8.76287 -0.58033 -11.53013
O 10.99214 -1.11060 -10.17944
C 10.82992 0.04817 -9.42358
C 11.50529 -0.29758 -8.10130
O 11.15635 -0.78436 -12.65503
C 12.43019 -1.40021 -12.66699
C 13.23360 -0.78368 -13.79084
H 10.06431 -2.00783 -14.54810
H 10.80575 -3.50715 -14.46653
H 9.22305 -3.43719 -15.07106
H 8.27392 -2.98940 -12.72370
H 9.21174 -4.50710 -12.63875
H 11.34716 0.89155 -9.88105
H 9.80319 0.33640 -9.19810
H 11.74770 0.66148 -7.64355
H 10.80013 -0.84771 -7.47824
H 12.38086 -0.94330 -8.16860
H 12.95172 -1.11827 -11.75233
H 12.43319 -2.48854 -12.72733
H 12.74681 0.06743 -14.26701
H 14.22099 -0.39158 -13.54710
H 13.24471 -1.53428 -14.58116
C 12.69937 -8.97721 -8.09467
C 12.79663 -8.67057 -9.58075
O 11.51593 -8.25189 -10.07668
P 11.53370 -7.67166 -11.54392
O 10.24735 -7.51896 -12.28063
O 12.58263 -8.64202 -12.35140
C 12.19150 -9.88522 -12.88385
C 11.40652 -9.68939 -14.25146
O 12.45922 -6.34863 -11.45261
C 12.00413 -5.27899 -10.62718
C 13.14298 -4.25361 -10.31459
H 13.52542 -9.56230 -7.69042
H 12.47182 -8.06230 -7.54762
H 11.96208 -9.76917 -7.96305
H 13.51620 -7.85218 -9.60442
H 13.25566 -9.46178 -10.17354
H 13.08824 -10.47620 -13.07009
H 11.58531 -10.47158 -12.19332
H 11.00463 -10.67331 -14.49332
H 10.63157 -8.93142 -14.13735
H 12.06236 -9.38003 -15.06526
H 11.24609 -4.71209 -11.16766
H 11.42967 -5.62813 -9.76916
H 13.76646 -4.15093 -11.20274
H 12.73400 -3.33315 -9.89793
H 13.86768 -4.68381 -9.62332
C 9.80771 -2.82305 -3.11588
C 10.87369 -2.79133 -4.20652
O 10.95019 -4.03655 -4.89219
P 11.67432 -4.10586 -6.35214
O 12.04451 -5.44474 -6.84569
O 10.63594 -3.35931 -7.35438
C 9.59553 -4.16101 -7.96262
C 8.47921 -4.03579 -6.98458
O 12.90884 -3.06562 -6.26677
C 14.20423 -3.49887 -5.84694
C 15.11685 -3.49462 -7.11982
H 10.30101 -3.42911 -2.35599
H 9.67941 -1.86145 -2.61895
H 8.87351 -3.27984 -3.44255
H 10.59135 -1.93942 -4.82510
H 11.87496 -2.56397 -3.84063
H 9.27561 -3.68636 -8.89023
H 9.82860 -5.21777 -8.09318
H 7.54325 -4.48200 -7.32069
H 8.74606 -4.57155 -6.07362
H 8.33575 -2.99853 -6.68188
H 14.45133 -2.70877 -5.13786
H 14.19473 -4.44284 -5.30202
H 14.95774 -2.66875 -7.81314
H 16.14967 -3.19809 -6.93688
H 15.02246 -4.42904 -7.67305
C 0.57412 -4.36418 -12.03815
C 1.43252 -5.58088 -12.21183
O 2.80092 -5.07629 -12.04757
P 3.61747 -5.29857 -10.62865
O 2.83954 -4.85386 -9.43743
O 3.92230 -6.88042 -10.59020
C 4.62505 -7.62294 -11.59844
C 4.07495 -9.03786 -11.59577
O 5.08246 -4.67105 -10.84257
C 5.24824 -3.23693 -10.70701
C 6.62237 -2.95073 -10.19201
H 0.95430 -3.44709 -12.48816
H -0.47273 -4.43733 -12.33285
H 0.50975 -4.24441 -10.95666
H 1.09487 -6.40905 -11.58877
H 1.28576 -5.89999 -13.24369
H 4.46813 -7.10443 -12.54429
H 5.69470 -7.61276 -11.38904
H 3.06562 -9.01606 -12.00671
H 4.63490 -9.73346 -12.22084
H 3.98041 -9.57558 -10.65236
H 5.12237 -2.70613 -11.65068
H 4.47392 -2.91936 -10.00867
H 6.90674 -1.90309 -10.09353
H 6.82454 -3.48118 -9.26150
H 7.36168 -3.51167 -10.76374
C 4.34647 -10.05142 -4.77702
C 5.71586 -10.07365 -5.48866
N 6.80300 -9.40441 -4.72456
C 8.15644 -9.82432 -5.04797
C 8.45338 -9.47906 -6.55326
C 6.51195 -7.99089 -4.48059
C 7.51719 -7.35396 -3.56243
H 4.40115 -10.58530 -3.82830
H 3.60419 -10.53958 -5.40854
H 4.00222 -9.05064 -4.51614
H 6.01343 -11.08211 -5.77602
H 5.69534 -9.67242 -6.50192
H 8.90523 -9.39169 -4.38445
H 8.30114 -10.89532 -4.90612
H 9.48655 -9.77060 -6.74211
H 7.76656 -9.87143 -7.30321
H 8.53383 -8.39204 -6.55463
H 5.52470 -7.76640 -4.07681
H 6.65867 -7.48007 -5.43224
H 8.46499 -7.20875 -4.08078
H 7.71718 -8.04181 -2.74086
H 7.15947 -6.40178 -3.17066
C 0.71632 -3.34141 -2.02879
C 2.10818 -3.92155 -2.40940
N 3.03072 -2.87053 -3.10367
C 2.41536 -2.37541 -4.37402
C 3.17577 -1.26035 -5.10900
C 4.37564 -3.52771 -3.10037
C 4.52817 -4.72292 -4.07211
H 0.08448 -2.95664 -2.82931
H 0.82228 -2.44585 -1.41654
H 0.12816 -4.04814 -1.44340
H 2.47589 -4.39918 -1.50124
H 2.06248 -4.82457 -3.01814
H 2.27908 -3.23078 -5.03574
H 1.41138 -2.00082 -4.17453
H 2.74705 -1.05493 -6.08986
H 3.04937 -0.29670 -4.61554
H 4.20843 -1.58480 -5.23720
H 4.50772 -3.70691 -2.03334
H 5.11852 -2.80755 -3.44328
H 3.87938 -5.53623 -3.74699
H 5.55612 -5.07566 -4.15572
H 4.25231 -4.34667 -5.05721
C -1.07378 -10.43073 -3.95619
C -0.24024 -9.28738 -4.49943
N -0.65325 -7.95054 -4.09585
C -0.07037 -6.87215 -4.85089
C 1.45986 -6.87673 -4.99795
C -0.53235 -7.66835 -2.62810
C -1.70465 -6.71918 -2.11930
H -0.92098 -10.55983 -2.88470
H -0.65203 -11.32601 -4.41303
H -2.13510 -10.39209 -4.20160
H 0.78472 -9.33176 -4.13118
H -0.29432 -9.34295 -5.58667
H -0.43134 -6.84480 -5.87902
H -0.50333 -5.94298 -4.48035
H 1.94154 -6.68564 -4.03900
H 1.74901 -7.86994 -5.34149
H 1.71933 -6.05433 -5.66461
H 0.45466 -7.38908 -2.25942
H -0.78988 -8.61023 -2.14369
H -1.69768 -5.79828 -2.70238
H -1.69158 -6.48154 -1.05560
H -2.55522 -7.38185 -2.27898
C 8.02989 -6.67246 -10.07954
O 7.23270 -6.44826 -8.91043
C 6.34470 -7.46671 -8.50674
O 6.20647 -8.52348 -9.06961
O 5.65326 -6.91762 -7.53128
C 4.31742 -7.28063 -7.25227
H 7.52031 -6.34251 -10.98483
H 8.36712 -7.69980 -10.21720
H 8.94094 -6.07423 -10.06480
H 4.17259 -8.36073 -7.22942
H 3.71180 -6.87450 -8.06245
H 3.97841 -6.81781 -6.32547
```

Values from the calculation:
LUMO: 0.566 eV
charge: 0
calculated total energy: -6500.7253 hartree
HOMO: -7.668 eV
frontier orbital gap: 8.233 eV
structure (SMILES): CCOP(=O)(OCC)OCC.CCOP(=O)(OCC)OCC.CCOP(=O)(OCC)OCC.CCOP(=O)(OCC)OCC.CCOP(=O)(OCC)OCC.CCOP(=O)(OCC)OCC.CCN(CC)CC.CCN(CC)CC.CCN(CC)CC.COC(=O)OC

***

Computed, not measured: a cluster of 11 separate species, C2H25O11 in total, with ωB97M-V/def2-TZVPD.

XYZ file:
```
38
Properties=species:S:1:pos:R:3
C -1.61116 0.52755 -1.29111
C -0.29516 -0.27145 -1.34211
O 0.77884 0.17955 -0.58911
H -1.36516 1.47555 -1.67411
H -2.09216 0.60155 -0.27511
H -2.32316 0.05555 -1.92211
H 0.09684 -0.46645 -2.27011
H -0.52416 -1.25545 -0.95511
O 3.29784 1.13555 -0.18111
H 2.46684 0.87555 -0.48011
H 3.22784 1.03055 0.73289
O -2.74816 0.83255 2.03389
H -2.32916 1.06655 2.85189
H -3.08116 1.62555 1.58089
O 2.69884 -2.78645 0.56089
H 1.94284 -2.23045 0.54389
H 2.59184 -3.18845 1.44289
O 0.57984 -1.24545 1.73189
H 0.63384 -0.73645 0.91089
H -0.35316 -1.51945 1.76489
O -0.23416 1.67555 1.25789
H -1.07716 1.16855 1.46289
H 0.10284 1.12455 0.51089
O -2.14316 -1.70245 1.93389
H -2.01616 -1.84745 2.87889
H -2.41316 -0.80145 1.80589
O -0.35216 4.03355 -0.16511
H -0.12616 3.70455 -1.02411
H -0.56716 3.30855 0.34689
O 2.82884 -0.90645 -2.13211
H 2.63184 -1.86045 -2.14811
H 2.01084 -0.44645 -1.99911
O -1.65116 -3.65345 -0.18311
H -1.57616 -2.70845 -0.23411
H -1.02716 -3.93045 0.54389
O 1.22284 2.70455 -1.89911
H 1.91384 2.58455 -2.52711
H 0.87984 1.84655 -1.60411
```

Values from the calculation:
LUMO: 2.358 eV
charge: -1
calculated total energy: -918.8574 hartree
HOMO: -5.681 eV
frontier orbital gap: 8.038 eV
energy relative to the best compared isomer or geometry (same formula, charge and spin): 96.9 kJ/mol

***

Computed, not measured: the molecule C2H3FS, with ωB97M-V/def2-TZVPD.

XYZ file:
```
7
Properties=species:S:1:pos:R:3
F -1.64542 -0.43855 -0.21595
C -0.56303 0.50054 -0.09110
C 0.61940 -0.56336 -0.18959
S 2.13069 -0.11087 -0.15351
H -0.34715 1.42608 -0.72165
H -0.52855 0.90369 1.00659
H 0.33407 -1.71753 0.36519
```

Values from the calculation:
LUMO: -0.625 eV
charge: 0
calculated total energy: -575.9613 hartree
HOMO: -9.014 eV
frontier orbital gap: 8.389 eV
energy relative to the best compared isomer or geometry (same formula, charge and spin): 175.0 kJ/mol
structure (SMILES): FCC=S